(1)
{
  "formula": "C5H12N2",
  "method": "ωB97M-V with the def2-TZVPD basis set",
  "lumo_energy_ev": [0.687, 0.499],
  "e_homo_ev": [-8.5, -7.6],
  "de_lowest_kcal_mol": 171.2,
  "species": ["C", "C", "C", "C", "C", "N", "N", "H", "H", "H", "H", "H", "H", "H", "H", "H", "H", "H", "H"],
  "positions_angstrom": [[-0.145, -0.187, -0.252], [-1.451, -0.559, -0.761], [-0.976, 2.604, -0.395], [2.344, -0.112, -0.368], [-0.248, -1.856, 1.583], [1.106, -0.841, -0.365], [0.420, -0.644, 0.967], [-2.267, 0.048, -0.263], [-1.611, -1.678, -0.776], [-1.555, -0.355, -1.976], [-1.311, 2.355, 0.513], [-1.701, 2.768, -1.149], [0.069, 2.903, -0.599], [2.205, 0.850, 0.015], [3.205, -0.781, 0.052], [2.643, 0.027, -1.381], [-1.032, -1.555, 2.221], [-0.839, -2.445, 0.837], [0.643, -2.379, 2.076]],
  "atomic_forces_ev_per_a": [[1.403, 0.722, 1.164], [-1.773, -0.261, -3.935], [2.534, 0.722, -2.955], [1.488, -2.158, -0.330], [2.367, -0.483, -1.761], [-1.201, -1.352, 0.444], [-1.427, 0.014, -0.186], [0.889, -1.073, -0.494], [-0.121, 1.055, 0.518], [0.411, -0.075, 3.121], [-0.862, -0.798, 3.418], [-0.441, 0.014, -0.731], [-0.918, -0.209, 0.391], [0.276, 1.443, 1.318], [-1.746, 1.478, -0.155], [0.091, 0.040, -1.116], [-0.338, 0.786, 1.392], [1.248, -0.089, 0.395], [-1.881, 0.225, -0.498]],
  "mulliken_charge": [0.616, -1.231, -1.016, -0.793, -0.757, -0.262, -0.276, 0.240, 0.466, 0.243, 0.419, 0.305, 0.292, 0.365, 0.243, 0.340, 0.306, 0.231, 0.269]
}

***

(2)
{
  "formula": "CH2NO2S",
  "method": "ωB97M-V with the def2-TZVPD basis set",
  "total_charge": -1,
  "lumo_energy_ev": 3.734,
  "e_homo_ev": -3.3,
  "de_lowest_kcal_mol": 50.2,
  "species": ["C", "N", "O", "O", "S", "H", "H"],
  "positions_angstrom": [[-0.717, -0.052, 0.949], [0.669, -0.013, -1.271], [-0.400, 1.090, 0.796], [-0.085, -1.040, -0.647], [-1.357, -0.959, 2.113], [1.623, 0.020, -0.940], [0.268, 0.954, -1.002]],
  "atomic_forces_ev_per_a": [[1.509, 0.635, -1.495], [-1.295, 1.092, -0.929], [-0.311, -0.550, -0.326], [0.025, 2.566, 1.861], [-0.726, -1.273, 0.622], [0.187, -0.361, 0.622], [0.610, -2.109, -0.354]],
  "mulliken_charge": [0.485, -0.492, -0.535, -0.458, -0.472, 0.189, 0.283]
}

***

(3)
{
  "formula": "C30H37N3O5S",
  "method": "ωB97M-V with the def2-TZVPD basis set",
  "smiles": "COc1ccc([C@@H](C(=O)NC(C)(C)C)N(C(=O)CNC(=O)c2cccs2)c2ccc(C(C)C)cc2)cc1OC",
  "lumo_energy_ev": 0.339,
  "e_homo_ev": -7.9,
  "species": ["C", "O", "C", "C", "C", "C", "C", "C", "O", "N", "C", "C", "C", "C", "N", "C", "O", "C", "N", "C", "O", "C", "C", "C", "C", "S", "C", "C", "C", "C", "C", "C", "C", "C", "C", "C", "C", "O", "C", "H", "H", "H", "H", "H", "H", "H", "H", "H", "H", "H", "H", "H", "H", "H", "H", "H", "H", "H", "H", "H", "H", "H", "H", "H", "H", "H", "H", "H", "H", "H", "H", "H", "H", "H", "H", "H"],
  "positions_angstrom": [[4.848, -5.233, -1.775], [4.006, -4.250, -2.320], [3.489, -3.306, -1.485], [3.702, -3.246, -0.118], [3.119, -2.244, 0.645], [2.315, -1.287, 0.055], [1.651, -0.241, 0.905], [1.717, 1.202, 0.338], [1.953, 1.458, -0.825], [1.462, 2.105, 1.295], [1.274, 3.541, 1.078], [0.105, 3.763, 0.115], [0.958, 4.154, 2.441], [2.563, 4.140, 0.509], [0.230, -0.561, 1.131], [-0.320, -0.248, 2.311], [0.305, 0.286, 3.219], [-1.806, -0.570, 2.499], [-2.406, 0.476, 3.299], [-2.480, 1.719, 2.743], [-2.304, 1.911, 1.552], [-2.834, 2.810, 3.654], [-3.147, 2.825, 4.988], [-3.416, 4.119, 5.466], [-3.299, 5.067, 4.495], [-2.868, 4.404, 2.978], [-0.518, -1.056, 0.025], [-1.196, -0.172, -0.805], [-1.902, -0.658, -1.889], [-1.946, -2.020, -2.167], [-2.749, -2.555, -3.328], [-2.228, -2.019, -4.662], [-4.231, -2.217, -3.150], [-1.252, -2.888, -1.332], [-0.542, -2.416, -0.243], [2.101, -1.336, -1.320], [2.678, -2.324, -2.095], [2.515, -2.439, -3.441], [1.769, -1.442, -4.096], [5.738, -4.792, -1.313], [5.152, -5.858, -2.614], [4.326, -5.850, -1.036], [4.323, -3.978, 0.372], [3.299, -2.222, 1.710], [2.116, -0.235, 1.898], [1.216, 1.759, 2.214], [-0.797, 3.296, 0.505], [0.340, 3.326, -0.852], [-0.079, 4.826, -0.015], [0.797, 5.224, 2.342], [1.778, 3.988, 3.135], [0.055, 3.708, 2.852], [3.389, 3.984, 1.199], [2.438, 5.207, 0.343], [2.803, 3.661, -0.436], [-1.916, -1.526, 3.013], [-2.318, -0.605, 1.537], [-2.256, 0.416, 4.294], [-3.196, 1.947, 5.608], [-3.681, 4.337, 6.485], [-3.444, 6.125, 4.588], [-1.182, 0.884, -0.584], [-2.428, 0.040, -2.522], [-2.647, -3.646, -3.338], [-2.278, -0.933, -4.692], [-1.195, -2.322, -4.818], [-2.827, -2.411, -5.481], [-4.817, -2.670, -3.946], [-4.594, -2.593, -2.196], [-4.389, -1.142, -3.177], [-1.267, -3.949, -1.534], [-0.003, -3.098, 0.397], [1.496, -0.573, -1.776], [2.213, -0.452, -3.959], [0.732, -1.422, -3.743], [1.790, -1.707, -5.153]],
  "atomic_forces_ev_per_a": [[0.134, -0.157, 0.111], [-0.267, 0.389, -0.009], [-0.018, -0.028, -0.156], [0.113, -0.265, -0.194], [-0.210, 0.266, -0.010], [0.260, 0.003, 0.156], [0.296, 0.059, -0.006], [0.124, -0.457, 0.492], [0.016, 0.123, -0.431], [-0.088, 0.364, 0.412], [0.059, 0.256, -0.256], [0.107, -0.073, 0.094], [0.067, -0.188, -0.215], [-0.153, -0.106, 0.026], [0.258, -0.126, -0.134], [-0.385, -0.104, 0.158], [0.047, 0.043, 0.209], [-0.033, 0.292, -0.087], [-0.045, -0.179, 0.042], [-0.188, -0.414, 0.231], [0.099, -0.051, -0.132], [-0.072, 0.732, 0.057], [0.124, -0.173, -0.440], [-0.024, 0.245, 0.077], [0.098, -0.143, -0.339], [-0.125, -0.296, 0.481], [-0.420, -0.195, -0.215], [0.136, -0.077, 0.075], [0.026, -0.031, -0.044], [0.046, -0.176, 0.006], [-0.116, 0.139, -0.114], [-0.028, -0.227, 0.149], [0.163, -0.211, -0.008], [-0.021, 0.017, -0.002], [-0.110, 0.175, 0.108], [0.237, -0.143, -0.343], [-0.005, -0.069, -0.002], [0.231, -0.255, 0.281], [-0.138, 0.174, -0.094], [-0.046, -0.015, -0.006], [0.006, 0.014, 0.089], [0.025, 0.039, -0.019], [0.071, -0.094, -0.013], [0.012, 0.027, 0.120], [-0.097, -0.005, -0.233], [0.036, -0.174, -0.070], [-0.065, 0.005, 0.027], [-0.004, -0.002, -0.117], [-0.011, 0.176, -0.032], [-0.020, 0.107, -0.018], [0.105, -0.003, 0.098], [-0.121, -0.028, 0.091], [0.095, 0.009, 0.089], [-0.010, 0.163, -0.007], [0.048, 0.021, -0.072], [0.031, 0.039, -0.078], [0.042, -0.128, 0.207], [0.018, 0.101, -0.076], [-0.008, -0.187, 0.083], [-0.046, 0.065, 0.155], [-0.046, 0.224, 0.059], [0.022, 0.131, 0.052], [-0.091, 0.091, -0.084], [0.027, 0.079, 0.048], [-0.004, 0.148, -0.026], [0.105, 0.017, -0.068], [-0.046, -0.005, -0.123], [-0.102, -0.012, -0.083], [-0.090, 0.002, 0.077], [-0.044, 0.143, -0.001], [-0.016, -0.114, -0.042], [0.106, -0.047, 0.071], [-0.047, 0.025, -0.101], [-0.021, -0.019, 0.013], [0.031, 0.023, -0.002], [-0.040, 0.052, 0.055]],
  "mulliken_charge": [-0.979, -0.432, 0.937, -0.743, -0.977, -1.656, 0.410, -0.069, -0.658, -0.017, 1.537, -1.434, -1.722, -1.883, 0.700, 0.847, -0.789, -0.872, -0.093, 0.342, -0.662, 0.401, -0.517, -0.485, -0.498, -0.024, -1.798, 0.164, -0.280, 1.057, 0.038, -1.380, -1.501, -1.125, -0.312, 0.368, 0.828, -0.464, -0.518, 0.371, 0.242, 0.365, 0.412, 0.432, 0.806, 0.411, 0.196, 0.380, 0.487, 0.432, 0.405, 0.271, 0.374, 0.466, 0.373, 0.350, 0.391, 0.318, 0.368, 0.417, 0.456, 0.482, 0.448, 0.401, 0.281, 0.257, 0.476, 0.466, 0.363, 0.293, 0.340, 0.551, 0.603, 0.357, -0.050, 0.267]
}

***

(4)
{
  "formula": "C3HCl2NS",
  "method": "ωB97M-V with the def2-TZVPD basis set",
  "smiles": "N#C[C@@H](Cl)C(=S)Cl",
  "lumo_energy_ev": -1.119,
  "e_homo_ev": -9.9,
  "de_lowest_kcal_mol": 13.1,
  "species": ["N", "C", "C", "Cl", "C", "S", "Cl", "H"],
  "positions_angstrom": [[0.641, -2.285, -0.629], [0.006, -1.347, -0.383], [-0.631, -0.171, -0.005], [-1.436, -0.491, 1.530], [0.629, 1.047, 0.000], [1.167, 1.615, -1.368], [1.140, 1.361, 1.559], [-1.516, 0.271, -0.703]],
  "atomic_forces_ev_per_a": [[-0.858, 1.042, 0.231], [1.908, -2.927, -1.440], [-1.626, 4.607, -0.815], [-0.037, 0.281, 0.470], [-2.440, -2.220, -0.101], [0.094, 0.199, -0.318], [0.402, 0.323, 0.718], [2.556, -1.304, 1.256]],
  "mulliken_charge": [-0.356, 0.172, 0.016, -0.114, 0.207, -0.146, -0.077, 0.299]
}

***

(5)
{
  "formula": "C5H9BrN3O2",
  "method": "ωB97M-V with the def2-TZVPD basis set",
  "smiles": "CN1[C@@H]([N+](=O)[O-])C(Br)=C[N@H+]1C",
  "total_charge": 1,
  "lumo_energy_ev": -4.120,
  "e_homo_ev": -14.1,
  "de_lowest_kcal_mol": 119.0,
  "species": ["C", "N", "C", "N", "O", "O", "C", "Br", "C", "N", "C", "H", "H", "H", "H", "H", "H", "H", "H", "H"],
  "positions_angstrom": [[1.420, 0.416, 1.483], [0.413, 0.295, 0.498], [-1.045, 0.489, 0.686], [-1.441, 1.866, -0.109], [-1.953, 2.709, 0.542], [-1.286, 1.915, -1.278], [-1.749, -0.675, 0.114], [-3.510, -1.039, -0.009], [-0.776, -1.451, -0.496], [0.575, -0.962, -0.315], [1.218, -0.535, -1.579], [2.242, 0.909, 0.888], [1.128, 1.114, 2.160], [1.636, -0.506, 1.918], [-1.487, 0.594, 1.755], [-0.870, -2.348, -0.924], [1.280, -1.485, 0.095], [0.565, 0.108, -2.162], [2.092, 0.015, -1.262], [1.549, -1.429, -2.005]],
  "atomic_forces_ev_per_a": [[1.733, 0.884, -3.157], [-3.681, -1.205, -1.443], [-0.159, 1.122, 1.898], [-0.492, -1.486, 1.289], [-0.533, 1.019, 1.716], [1.050, -0.860, -2.085], [4.344, -1.791, -2.705], [-0.929, 0.166, 0.208], [-1.704, 3.134, 3.203], [-2.193, 4.561, -0.748], [0.176, 1.017, 0.375], [0.014, -0.886, 1.263], [-0.887, 1.902, 2.222], [0.777, -1.465, 1.075], [1.391, 0.556, -1.504], [-0.461, -3.208, -1.784], [1.047, -2.170, 1.746], [-0.103, -0.312, 0.004], [0.279, 0.277, -0.129], [0.334, -1.255, -1.444]],
  "mulliken_charge": [-1.090, -0.084, -0.001, 1.027, -0.576, -0.547, -0.161, 0.003, -0.547, 0.141, -0.835, 0.334, 0.466, 0.364, 0.366, 0.699, 0.375, 0.268, 0.354, 0.443]
}

***

(6)
{
  "formula": "C10H21ClNO3OsP2",
  "method": "ωB97M-V with the def2-TZVPD basis set",
  "multiplicity": 5,
  "total_charge": 3,
  "s2": 6.032,
  "lumo_energy_ev": [-12.760, -15.350],
  "e_homo_ev": [-19.6, -20.9],
  "de_lowest_kcal_mol": 0.0,
  "species": ["C", "C", "H", "H", "H", "O", "Cl", "Os", "P", "C", "C", "H", "H", "H", "H", "H", "H", "C", "H", "H", "H", "P", "C", "C", "H", "H", "H", "C", "H", "H", "H", "H", "H", "H", "C", "O", "O", "C", "N"],
  "positions_angstrom": [[0.367, -0.189, -4.019], [1.132, -0.063, -2.796], [1.073, -0.181, -4.877], [-0.424, 0.585, -4.104], [-0.181, -1.144, -4.047], [2.249, -0.094, -2.355], [-2.107, -0.188, -0.866], [0.050, 0.055, 0.093], [-0.275, 2.302, 0.206], [0.919, 3.208, 1.254], [-0.305, 3.227, -1.347], [0.020, 4.259, -1.165], [-2.087, 3.689, 1.053], [-1.312, 3.231, -1.777], [-2.632, 2.112, 0.402], [1.949, 2.891, 1.051], [0.376, 2.758, -2.070], [-1.876, 2.616, 1.006], [0.860, 4.286, 1.054], [-1.932, 2.204, 2.017], [0.754, 3.059, 2.330], [-0.025, -2.198, 0.547], [1.221, -2.898, 1.701], [-1.666, -2.636, 1.253], [-0.797, -3.223, -1.480], [0.381, -4.294, -0.624], [0.968, -2.887, -1.547], [0.147, -3.264, -0.927], [-2.427, -2.078, 0.689], [-1.826, -3.718, 1.164], [1.222, -3.996, 1.588], [0.973, -2.619, 2.739], [-1.698, -2.336, 2.310], [2.209, -2.481, 1.436], [1.906, 0.122, 0.206], [3.063, 0.189, 0.380], [-0.175, -0.502, 4.299], [-0.088, -0.105, 3.176], [-0.009, 0.301, 2.047]],
  "atomic_forces_ev_per_a": [[-1.387, 0.228, -0.423], [6.640, -0.674, 1.480], [-0.072, 0.228, 0.521], [0.550, -0.208, 0.031], [0.184, 0.005, 0.290], [-5.935, 0.332, -2.206], [1.296, 0.342, 0.167], [-3.579, -0.514, -0.566], [-0.585, 5.237, 1.303], [0.605, -0.464, 0.114], [0.098, -0.544, -0.776], [-0.016, -0.236, 0.093], [0.249, 0.002, -0.161], [0.098, -0.099, 0.131], [-0.193, 0.251, 0.094], [-0.098, 0.158, -0.059], [-0.060, 0.348, 0.050], [-0.280, -0.684, -0.144], [-0.173, -0.230, -0.137], [0.176, 0.085, -0.136], [-0.214, -0.147, -0.310], [-0.324, -4.949, 1.191], [0.068, 1.002, -0.081], [0.124, 0.869, -0.099], [0.173, -0.085, -0.036], [-0.122, 0.268, 0.121], [-0.109, -0.274, -0.033], [0.044, 0.835, -0.440], [0.121, -0.518, 0.383], [0.197, 0.155, 0.017], [-0.048, 0.432, 0.045], [0.182, -0.220, -0.355], [-0.089, -0.172, -0.227], [-0.226, -0.428, 0.228], [8.125, 0.680, 1.165], [-5.022, -0.384, -0.828], [0.388, 1.423, -4.129], [-0.642, -1.758, 6.369], [-0.141, -0.292, -2.648]],
  "mulliken_spin": [0.103, -0.021, 0.005, -0.008, -0.007, 0.222, 0.298, 1.853, 0.222, 0.026, 0.054, 0.011, 0.007, 0.001, -0.001, -0.001, 0.004, 0.032, 0.006, -0.001, 0.004, 0.183, 0.028, 0.036, -0.006, 0.015, 0.005, 0.059, -0.003, 0.008, 0.009, -0.002, 0.000, -0.001, 0.093, 0.070, 0.309, 0.015, 0.375]
}